Entry 1:
Below is a cluster of 2 separate species, C5H13N2 in total, with properties calculated with wB97M-V/def2-TZVPD.

Calculated values
**LUMO energy**: -8.271 eV
**Charge**: +1
**Frontier orbital gap**: 4.212 eV
**Energy relative to the best compared isomer or geometry (same formula, charge and spin)**: 553.30 kJ/mol
**Energy**: -307.41087 a.u.

```
20
Properties=species:S:1:pos:R:3:mulliken_charge:R:1
C 3.39892 -0.34996 -0.47379 -1.141
C 2.47549 0.20141 0.58804 -0.423
C 1.05476 -0.28831 0.63340 0.194
C 0.03235 0.60855 0.20486 -0.191
N -1.22621 0.34432 -0.12378 -0.190
C -1.61503 -1.01140 0.22321 -1.034
N -4.21907 0.89947 -0.86514 -0.670
H 3.29379 0.06337 -1.47964 0.347
H 4.47085 -0.22286 -0.29446 0.335
H 2.86162 0.15526 1.62296 0.385
H 2.38535 1.29013 0.50865 0.316
H 0.72648 -1.05844 1.32090 0.389
H 0.33386 1.64176 0.03002 0.415
H -4.34488 1.16379 0.10126 0.223
H -1.44666 -1.27074 1.28543 0.404
H -2.69164 -1.20771 0.16021 0.352
H -1.04465 -1.80264 -0.26876 0.397
H -4.46954 1.60558 -1.53926 0.225
H 3.25960 -1.43032 -0.67763 0.338
H -3.23538 0.66874 -0.95647 0.331
```

Entry 2:
Below is a structure of composition C30H29HfN8O2Si, with properties calculated with wB97M-V/def2-TZVPD.

Calculated values
**LUMO energy (spin up / spin down)**: -9.935 / -9.935 eV
**Charge**: +3
**Frontier orbital gap (spin up / spin down)**: 6.764 / 6.764 eV
**Energy relative to the best compared isomer or geometry (same formula, charge and spin)**: 0.00 kJ/mol
**Energy**: -2085.79000 a.u.

```
71
Properties=species:S:1:pos:R:3:mulliken_charge:R:1
Hf 0.11157 0.23083 -0.10086 1.081
N -2.64961 1.76972 3.17426 0.136
C -1.69871 1.19167 2.48756 -0.355
N -1.61047 1.19430 1.19194 0.080
C -2.54846 1.91546 0.46022 0.262
N -2.42725 1.99839 -0.84801 -1.347
N -1.43381 1.20254 -1.36299 0.810
C -1.18774 1.33566 -2.64283 -0.083
C -0.23411 0.43119 -3.25655 0.367
C -0.02296 0.43399 -4.62471 -0.997
C 0.86461 -0.49054 -5.15145 -0.409
C 1.50823 -1.37052 -4.28812 -0.991
C 1.24010 -1.30378 -2.90976 0.034
N 0.38803 -0.40510 -2.35660 0.052
C -3.61483 2.57569 1.15839 0.826
C -4.58326 3.27399 0.44024 -0.485
C -5.57779 3.85780 1.12307 -0.789
C -5.62860 3.84716 2.55028 -0.425
C -4.70317 3.14520 3.26084 -1.011
C -3.68360 2.50760 2.53272 0.279
H -2.61648 1.82796 4.17006 0.307
H -0.94914 0.60249 3.02044 0.490
H -1.78088 2.02595 -3.24524 0.505
H -0.52770 1.14195 -5.26709 0.537
H 1.04767 -0.51380 -6.21512 0.493
H 2.22039 -2.05594 -4.66059 0.505
H 1.79570 -2.02209 -2.30166 0.439
H -4.57051 3.33237 -0.65414 0.451
H -6.31241 4.43698 0.60715 0.461
H -6.39730 4.40713 3.07999 0.440
H -4.80763 3.08959 4.34325 0.410
O 0.30665 -6.85279 3.25505 -0.491
N -0.19858 -6.36522 2.25778 0.882
O -1.02659 -6.86661 1.51304 -0.527
C 0.29980 -5.01632 1.86212 0.429
C 1.61774 -4.80033 1.97375 -0.981
C 2.17334 -3.52522 1.60104 0.878
C 3.54074 -3.23545 1.70909 -0.659
C 3.98008 -1.97501 1.45695 -1.266
C 3.08932 -1.02286 1.01557 -0.167
N 1.78897 -1.27874 0.79312 -0.153
C 1.32850 -2.53592 1.13741 -0.461
C -0.05592 -2.76851 1.08381 0.120
N -0.83317 -1.70309 0.70948 0.171
C -2.15297 -1.87408 0.54163 0.152
C -2.76355 -3.11357 0.75604 -1.167
C -2.01306 -4.19557 1.19940 -0.639
C -0.61658 -4.00846 1.39578 0.335
H 2.26908 -5.60537 2.33345 0.520
H 4.21875 -4.02790 2.02712 0.509
H 5.02620 -1.69959 1.56213 0.485
H 3.39656 -0.00198 0.83069 0.574
H -2.73315 -1.02767 0.15265 0.415
H -3.81976 -3.28878 0.51578 0.448
H -2.46409 -5.12918 1.41454 0.671
C 3.62656 0.78607 -1.60572 -0.945
Si 2.77011 2.33638 -1.00921 0.446
C 4.13967 3.46369 -0.29106 -1.155
C 1.75754 3.12370 -2.37864 -0.914
C 1.47779 1.82087 0.34958 -1.064
H 3.65792 0.79782 -2.68649 0.441
H 3.26298 -0.22371 -1.28951 0.145
H 4.68992 0.90029 -1.32680 0.489
H 4.93757 3.63073 -0.96936 0.383
H 4.58437 2.92123 0.56142 0.364
H 3.84112 4.48887 0.11845 0.314
H 2.42316 3.42686 -3.19645 0.414
H 1.17279 3.99986 -2.01914 0.328
H 1.04667 2.43686 -2.80238 0.156
H 0.68214 2.58611 0.39246 0.727
H 1.96147 1.80875 1.34072 0.719
```

Entry 3:
Below is a cluster of 4 separate species, CH7O5 in total, with properties calculated with wB97M-V/def2-TZVPD.

Calculated values
**LUMO energy**: 4.145 eV
**Charge**: -1
**Frontier orbital gap**: 9.578 eV
**Energy relative to the best compared isomer or geometry (same formula, charge and spin)**: 67.96 kJ/mol
**Energy**: -418.58144 a.u.

```
13
Properties=species:S:1:pos:R:3:mulliken_charge:R:1
O 0.64665 0.92368 -0.66276 -0.736
C -0.56249 1.26077 -0.51719 -0.004
O -1.51983 0.46136 -0.48946 -0.699
H -0.77690 2.30925 -0.20454 0.405
H -1.31612 -2.13287 -0.89872 0.339
H -0.56260 -0.93615 -1.52692 0.359
O -0.50451 -1.89340 -1.36016 -0.710
H -1.08603 -0.89385 1.22583 0.329
H -0.02664 -1.48911 0.51597 0.389
O -0.65875 -1.76727 1.20109 -0.697
H 1.70579 1.02254 1.42670 0.311
H 2.25231 1.52244 0.16609 0.392
O 2.40913 1.61260 1.12406 -0.677
```

Entry 4:
Below is a structure of composition C4H4GdO2, with properties calculated with wB97M-V/def2-TZVPD.

Calculated values
**LUMO energy (spin up / spin down)**: -13.574 / -14.899 eV
**Multiplicity**: 8
**Charge**: +3
**Frontier orbital gap (spin up / spin down)**: 9.367 / 6.424 eV
**Energy**: -1069.58877 a.u.
**⟨S²⟩**: 16.779

```
11
Properties=species:S:1:pos:R:3:lowdin_spin:R:1
C 0.10239 0.84477 -1.38200 0.644
O -0.26232 -0.22547 -2.02378 0.140
H -0.13518 -0.11272 -2.97500 0.017
C -1.15378 1.26279 0.59025 0.026
C -0.06299 0.62476 0.09682 0.108
C 0.59750 -0.40485 0.87896 0.008
O 0.94158 -1.50682 0.44764 -0.125
Gd 2.08346 -3.58239 1.03877 6.172
H -1.54143 2.14894 0.08583 0.005
H -1.67366 0.89747 1.47827 0.003
H 1.10443 0.05353 1.76424 0.001
```

What did the first record say?
Below is a cluster of 2 separate species, C5H13N2 in total, with properties calculated with wB97M-V/def2-TZVPD.

Calculated values
**LUMO energy**: -8.271 eV
**Charge**: +1
**Frontier orbital gap**: 4.212 eV
**Energy relative to the best compared isomer or geometry (same formula, charge and spin)**: 553.30 kJ/mol
**Energy**: -307.41087 a.u.

```
20
Properties=species:S:1:pos:R:3:mulliken_charge:R:1
C 3.39892 -0.34996 -0.47379 -1.141
C 2.47549 0.20141 0.58804 -0.423
C 1.05476 -0.28831 0.63340 0.194
C 0.03235 0.60855 0.20486 -0.191
N -1.22621 0.34432 -0.12378 -0.190
C -1.61503 -1.01140 0.22321 -1.034
N -4.21907 0.89947 -0.86514 -0.670
H 3.29379 0.06337 -1.47964 0.347
H 4.47085 -0.22286 -0.29446 0.335
H 2.86162 0.15526 1.62296 0.385
H 2.38535 1.29013 0.50865 0.316
H 0.72648 -1.05844 1.32090 0.389
H 0.33386 1.64176 0.03002 0.415
H -4.34488 1.16379 0.10126 0.223
H -1.44666 -1.27074 1.28543 0.404
H -2.69164 -1.20771 0.16021 0.352
H -1.04465 -1.80264 -0.26876 0.397
H -4.46954 1.60558 -1.53926 0.225
H 3.25960 -1.43032 -0.67763 0.338
H -3.23538 0.66874 -0.95647 0.331
```

charge of number 3 (CH7O5)?
-1